Density functional theory data (the ωB97M-V functional and the def2-TZVPD basis) for a cluster of 7 separate species, H14O7 in total.

Geometry as XYZ:
```
21
Properties=species:S:1:pos:R:3:forces:R:3
H -1.78034 0.53512 -2.03750 -0.29 0.23 0.14
H -2.19259 1.69078 -0.30367 0.20 0.11 0.12
H 0.44880 1.78996 -1.49907 0.14 -0.15 -0.34
O -3.09413 1.66673 -0.62441 -0.22 -0.12 0.01
H 3.51222 -1.78934 3.26039 0.11 -0.17 0.05
O -0.02502 -0.57867 0.39895 0.41 0.26 -0.36
O -1.97013 0.15152 -2.89369 0.35 -0.05 -0.42
H -0.26771 0.28984 0.07798 -0.07 0.48 -0.06
H 3.61103 -0.01089 0.05321 0.24 0.29 0.04
H -1.40889 -1.33240 0.81288 0.35 -0.02 0.08
H -1.70577 -2.77757 1.15231 0.05 -0.14 0.04
O -0.28400 2.07680 -0.95412 0.13 -0.22 0.21
H 2.89880 -0.90219 2.19804 0.00 -0.10 -0.33
O 3.15390 -0.83107 0.23918 -0.28 0.08 0.09
O -2.12704 -1.92680 1.03005 -1.04 -0.45 0.17
H 0.92827 -0.54703 0.47946 0.44 -0.14 0.23
H -0.17467 3.02520 -0.88477 -0.09 0.31 0.09
H -2.01302 -0.79067 -2.73035 -0.09 -0.25 0.06
H 2.99315 -1.21682 -0.62198 -0.05 -0.30 -0.25
O 2.98332 -0.99970 3.14649 -0.09 0.20 0.37
H -3.48619 2.47721 -0.29938 -0.19 0.15 0.07
```
Positions in Å, forces in eV/Å.

Results
E_tot, hartree: -535.054636
F_max, eV/Å: 1.14
Total charge: 0
Energy relative to the best compared isomer or geometry (same formula, charge and spin), kJ/mol: 181.7
Structure (SMILES): O.O.O.O.O.O.O